Arrangement one

Formula: C68H187N17O17
Source: the Open Molecules 2025 dataset
Level of theory: the ωB97M-V functional and the def2-TZVPD basis

Calculated values
* frontier orbital gap: 9.062 eV
* M: 1515.3 u

ORCA input file:
```
! wB97M-V def2-TZVPD RIJCOSX def2/J DEFGRID3
* xyz 0 1
C 11.15669 14.69619 -15.79617
C 10.29174 14.05257 -16.79953
C 9.19165 15.02284 -17.32618
O 8.52683 15.73965 -16.27754
C 7.78980 16.90143 -16.73703
N 11.19199 13.62781 -17.89667
H 11.60210 13.90300 -15.19573
H 10.57980 15.30182 -15.09723
H 12.04605 15.18670 -16.19184
H 9.78283 13.16135 -16.43234
H 8.57978 14.57849 -18.11120
H 9.83350 15.70970 -17.87785
H 8.36218 17.81423 -16.90220
H 6.91819 17.22052 -16.16555
H 7.27748 16.72677 -17.68314
H 10.54917 13.31970 -18.61220
H 11.60670 14.45687 -18.29763
C 12.76455 10.66068 -15.89190
C 12.39411 9.96221 -17.23536
C 10.86292 9.61868 -17.24743
O 10.55113 8.46615 -16.43097
C 9.15446 8.18433 -16.24815
N 12.69568 10.88274 -18.32973
H 13.81887 10.93721 -15.89996
H 12.71396 10.03493 -15.00085
H 12.07676 11.48298 -15.69473
H 12.99316 9.08017 -17.46173
H 10.52223 9.42327 -18.26422
H 10.18513 10.41335 -16.93567
H 8.59578 9.02003 -15.82674
H 9.03440 7.38903 -15.51249
H 8.75060 7.85406 -17.20519
H 13.68050 11.10670 -18.33833
H 12.24523 11.78616 -18.36159
C 6.31943 8.49854 -13.61351
C 6.39189 10.01502 -13.38027
C 4.98604 10.57364 -13.36119
O 4.53478 10.50186 -14.71414
C 3.32844 11.14936 -15.04714
N 7.09503 10.24474 -12.09840
H 5.67879 8.16098 -14.42820
H 5.85009 7.85213 -12.87192
H 7.30045 8.06718 -13.81266
H 6.94309 10.49875 -14.18668
H 4.95850 11.62339 -13.06903
H 4.32118 10.14154 -12.61329
H 2.66191 10.93580 -14.21154
H 2.92416 10.68206 -15.94508
H 3.49713 12.22553 -15.00862
H 6.41667 10.00585 -11.38927
H 7.82191 9.56166 -11.93987
C 10.00113 12.13373 -13.18930
C 9.50147 13.00896 -12.04869
C 9.94703 14.46540 -12.24396
O 11.40160 14.54449 -12.37927
C 12.17070 14.20470 -11.24540
N 8.04024 12.92012 -12.00061
H 9.80413 12.58545 -14.16154
H 9.66861 11.09608 -13.16068
H 11.07988 11.97912 -13.16747
H 9.88625 12.54086 -11.14264
H 9.60078 15.07545 -11.40966
H 9.39437 14.97138 -13.03556
H 11.78303 14.67572 -10.34210
H 13.14025 14.67455 -11.41064
H 12.30732 13.12836 -11.14085
H 7.78406 13.33895 -12.88325
H 7.69896 11.97026 -12.03769
C 3.68876 14.08099 -18.48817
C 5.16291 13.72780 -18.36958
C 5.43807 12.27896 -18.84928
O 6.81297 11.79245 -18.78564
C 7.33314 11.70601 -17.46183
N 5.90223 14.63038 -19.20844
H 3.55594 15.14004 -18.26707
H 3.06866 13.59924 -17.73220
H 3.21307 13.96169 -19.46161
H 5.34784 13.87171 -17.30507
H 5.10745 12.24281 -19.88730
H 4.80588 11.63594 -18.23694
H 7.33763 12.64609 -16.91019
H 8.32450 11.25303 -17.45134
H 6.68101 11.10035 -16.83254
H 6.86877 14.33750 -19.21874
H 5.55139 14.86066 -20.12713
C 11.05355 5.08757 -15.91358
C 10.59538 3.66893 -16.36081
C 11.21161 3.28676 -17.75604
O 10.62090 4.17173 -18.66345
C 10.76835 3.85559 -20.01085
N 11.01388 2.80547 -15.29196
H 10.56124 5.42137 -15.00018
H 10.84734 5.81250 -16.70102
H 12.12537 5.09500 -15.71545
H 9.52976 3.66205 -16.58994
H 10.91514 2.28032 -18.05149
H 12.29146 3.14657 -17.80465
H 10.11727 3.01158 -20.23851
H 11.78787 3.69984 -20.36361
H 10.41645 4.64797 -20.67146
H 12.01380 2.67627 -15.23225
H 10.66285 1.87208 -15.45217
C 15.15312 7.45965 -15.45216
C 15.09875 6.08076 -16.09253
C 14.69111 6.17984 -17.56756
O 14.80789 4.86333 -18.10379
C 14.53964 4.73834 -19.48415
N 16.37698 5.39018 -15.92211
H 16.02217 8.02444 -15.78961
H 15.22389 7.48503 -14.36476
H 14.35599 8.07747 -15.86564
H 14.30589 5.46095 -15.67382
H 15.32176 6.89413 -18.09685
H 13.66021 6.52964 -17.62216
H 14.55743 3.67417 -19.71933
H 15.19576 5.22106 -20.20844
H 13.48766 4.98318 -19.63075
H 16.35711 4.60562 -16.55785
H 17.12067 5.86392 -16.41466
C 11.78684 7.42970 -20.34357
C 13.12795 7.62168 -21.09157
C 13.14971 6.84629 -22.36246
O 12.95152 5.43328 -22.16308
C 13.22437 4.70678 -23.31522
N 13.12685 9.11735 -21.24252
H 10.91184 7.62536 -20.96340
H 11.71542 7.87223 -19.35002
H 11.79098 6.37011 -20.08795
H 13.98175 7.28973 -20.50088
H 14.07386 7.01570 -22.91503
H 12.43299 7.18905 -23.10874
H 12.78960 3.70917 -23.25298
H 14.27850 4.56793 -23.55528
H 12.84347 5.09607 -24.25940
H 12.23693 9.37245 -21.64635
H 13.14510 9.45444 -20.29061
C 14.64317 15.51528 -18.68682
C 13.76586 15.59219 -19.93862
C 13.70970 14.22737 -20.66576
O 14.96335 13.70970 -20.93196
C 14.97097 12.63596 -21.91040
N 12.38167 16.00063 -19.63071
H 15.64959 15.10167 -18.75132
H 14.17344 14.80852 -18.00275
H 14.76726 16.50194 -18.24049
H 14.21964 16.33714 -20.59226
H 13.16438 14.39437 -21.59465
H 13.16248 13.53812 -20.02266
H 14.60138 13.06239 -22.84295
H 14.37411 11.78613 -21.57925
H 15.97958 12.35212 -22.21080
H 12.45124 16.91459 -19.20654
H 11.88196 16.19065 -20.48762
C 21.02457 10.42757 -15.91828
C 19.60879 10.41652 -16.55453
C 19.06442 11.71218 -17.17051
O 17.60027 11.57568 -17.32671
C 17.04226 12.63463 -18.05919
N 19.75683 9.35116 -17.57055
H 21.14353 11.02186 -15.01231
H 21.71561 10.73109 -16.70468
H 21.37072 9.43518 -15.62941
H 18.86708 9.97624 -15.88811
H 19.42804 11.82470 -18.19190
H 19.34610 12.53541 -16.51398
H 17.41137 12.68521 -19.08353
H 17.18273 13.68281 -17.79520
H 15.97514 12.42894 -18.14318
H 18.80108 9.24240 -17.87844
H 20.31510 9.67175 -18.34879
C 11.97754 7.22315 -13.08091
C 10.91089 7.09461 -11.93345
C 10.76205 8.27249 -10.96788
O 11.98190 8.52896 -10.23246
C 11.88447 9.53202 -9.23178
N 9.70228 6.72081 -12.60616
H 12.19799 6.29710 -13.61187
H 12.83075 7.68052 -12.57997
H 11.66842 8.01122 -13.76755
H 11.13350 6.23309 -11.30391
H 9.93994 7.96816 -10.32010
H 10.43301 9.19061 -11.45459
H 11.62081 10.49937 -9.65936
H 12.86368 9.68720 -8.77884
H 11.06199 9.32286 -8.54777
H 10.02249 5.91185 -13.11914
H 9.05209 6.27989 -11.97139
C 14.82301 17.46685 -12.07582
C 16.07010 17.30721 -12.91974
C 15.78664 16.57481 -14.21879
O 15.46899 15.17177 -13.97608
C 15.12076 14.46116 -15.18637
N 16.78804 18.55656 -13.04872
H 14.10340 18.11150 -12.58049
H 15.08322 17.91820 -11.11839
H 14.47872 16.46711 -11.81106
H 16.78532 16.74713 -12.31735
H 16.69240 16.62165 -14.82337
H 15.03139 17.01847 -14.86754
H 15.03956 13.39939 -14.95364
H 15.78663 14.63146 -16.03237
H 14.06958 14.73251 -15.28373
H 17.68130 18.41391 -13.49795
H 16.94229 18.96190 -12.13657
C 19.32289 7.46110 -21.70902
C 17.80613 7.42382 -22.08049
C 16.88370 8.36478 -21.35420
O 16.95314 8.15622 -19.98928
C 16.33773 9.21550 -19.24446
N 17.58083 7.81027 -23.47469
H 19.85312 8.34188 -22.07120
H 19.86352 6.54949 -21.96357
H 19.43443 7.50890 -20.62580
H 17.48999 6.39590 -21.90298
H 15.84220 8.25154 -21.65512
H 17.10611 9.40069 -21.61018
H 16.32543 8.83303 -18.22385
H 15.30838 9.42687 -19.53407
H 16.97073 10.10185 -19.20222
H 17.95801 8.72216 -23.68981
H 18.20237 7.21175 -23.99964
C 4.37403 9.69795 -22.49428
C 4.62875 8.28336 -22.13459
C 5.58548 8.10207 -20.92588
O 6.89717 8.47768 -21.18488
C 7.82754 8.35052 -20.11616
N 3.34864 7.65320 -21.89913
H 5.36944 10.07577 -22.72777
H 3.91721 10.21313 -21.64930
H 3.72146 9.71946 -23.36709
H 5.02723 7.76897 -23.00907
H 5.55485 7.11493 -20.46467
H 5.31747 8.76283 -20.10147
H 7.64566 9.09683 -19.34282
H 8.80966 8.56336 -20.53834
H 7.83631 7.36693 -19.64647
H 3.45696 6.68526 -21.63181
H 2.81141 7.59473 -22.75240
C 10.36236 12.08030 -21.19426
C 9.02367 12.53005 -21.81355
C 8.21304 11.36503 -22.50768
O 8.84330 10.82940 -23.65655
C 8.01305 10.01247 -24.41524
N 8.26777 13.15072 -20.76200
H 10.96238 12.89632 -20.79151
H 10.93453 11.59724 -21.98633
H 10.33736 11.33467 -20.39958
H 9.28782 13.25222 -22.58607
H 7.27909 11.83671 -22.81321
H 7.93945 10.59133 -21.79030
H 7.13757 10.46925 -24.87673
H 7.66750 9.14008 -23.86058
H 8.55090 9.72719 -25.31936
H 7.45666 13.55076 -21.21166
H 7.89480 12.36470 -20.24899
C 4.65406 8.66663 -17.49504
C 4.01558 7.32211 -17.76573
C 4.87714 6.18434 -17.18162
O 6.08727 6.23477 -17.94992
C 7.19963 5.47204 -17.49185
N 2.76151 7.25608 -17.06927
H 5.72205 8.64629 -17.71202
H 4.55334 8.87910 -16.43070
H 4.24795 9.50379 -18.06278
H 3.89359 7.21449 -18.84352
H 4.42708 5.20640 -17.35240
H 4.91889 6.34858 -16.10487
H 7.97630 5.56180 -18.25135
H 6.98063 4.41403 -17.34773
H 7.60134 5.87193 -16.56082
H 2.40808 6.31091 -17.02643
H 3.01852 7.43704 -16.10943
C 13.87328 11.16536 -11.69692
C 14.94536 10.10001 -11.68683
C 16.31943 10.76051 -11.64951
O 16.72938 11.44005 -12.82701
C 16.71715 10.65467 -14.05119
N 14.83674 9.22056 -10.50668
H 14.02039 11.87136 -10.87959
H 12.87003 10.74513 -11.76766
H 13.81930 11.75898 -12.60949
H 14.85282 9.52552 -12.60851
H 17.18145 10.13707 -11.41214
H 16.28120 11.41207 -10.77652
H 15.69886 10.39058 -14.33657
H 17.47429 9.87768 -13.94566
H 17.05784 11.32734 -14.83829
H 13.91581 8.81167 -10.43736
H 15.59976 8.60939 -10.25298
*
```

***

Arrangement two

Formula: C68H187N17O17
Source: the Open Molecules 2025 dataset
Level of theory: the ωB97M-V functional and the def2-TZVPD basis

Calculated values
* frontier orbital gap: 8.969 eV
* M: 1515.3 u

ORCA input file:
```
! wB97M-V def2-TZVPD RIJCOSX def2/J DEFGRID3
* xyz 0 1
C -4.11936 -6.50593 4.96202
C -3.25012 -6.59831 3.71833
C -3.78283 -7.61062 2.58694
O -3.74493 -8.96787 2.94899
C -4.00125 -9.87213 1.92222
N -3.07253 -5.28648 3.24441
H -4.37569 -7.54248 5.18106
H -5.05831 -6.01595 4.70435
H -3.65435 -6.02148 5.82060
H -2.27207 -6.95547 4.04075
H -3.10995 -7.59114 1.72964
H -4.85433 -7.41788 2.53358
H -3.28860 -9.78557 1.10202
H -4.98912 -9.59360 1.55528
H -4.15077 -10.90676 2.23090
H -2.96077 -5.30234 2.24074
H -3.94930 -4.78830 3.30088
C -7.23367 -3.54194 1.14688
C -5.94452 -4.16630 1.57539
C -4.74258 -3.95442 0.61084
O -3.87944 -5.09126 0.64219
C -2.93297 -5.05817 -0.43451
N -5.58165 -3.69507 2.93088
H -7.57443 -3.84068 0.15555
H -7.08225 -2.46768 1.04138
H -8.01039 -3.68648 1.89781
H -6.19522 -5.20541 1.78871
H -4.20125 -3.06303 0.92781
H -5.15138 -3.71307 -0.37035
H -3.32199 -4.72763 -1.39758
H -2.43300 -6.02605 -0.47082
H -2.24178 -4.26123 -0.16020
H -5.44977 -2.71559 2.72274
H -6.34415 -3.71355 3.59297
C -3.23147 2.18165 -0.74378
C -4.58591 1.43124 -0.54127
C -4.35443 -0.06813 -0.87108
O -4.08466 -0.29406 -2.26278
C -3.57642 -1.56898 -2.50563
N -4.90683 1.71420 0.83635
H -2.92549 2.28180 -1.78514
H -2.44885 1.73208 -0.13265
H -3.23793 3.20693 -0.37385
H -5.37457 1.77904 -1.20848
H -5.28341 -0.59426 -0.65135
H -3.51925 -0.38774 -0.24785
H -4.09518 -2.36243 -1.96764
H -2.52188 -1.56590 -2.22988
H -3.56428 -1.77976 -3.57498
H -4.05002 1.73114 1.37086
H -5.23591 2.66609 0.91183
C 1.51354 4.61798 -3.90524
C 2.66730 4.22771 -4.78215
C 2.34993 3.97807 -6.24555
O 1.85308 2.64970 -6.47573
C 1.49836 2.39536 -7.78522
N 3.64939 5.36273 -4.71183
H 0.70837 3.89915 -4.05715
H 1.05080 5.45951 -4.42080
H 1.68397 4.94213 -2.87861
H 3.24916 3.39009 -4.39753
H 3.25983 4.17066 -6.81397
H 1.65064 4.71259 -6.64502
H 2.35791 2.55428 -8.43638
H 0.73049 3.14199 -7.98781
H 1.12885 1.37686 -7.90449
H 3.98308 5.53618 -3.77445
H 4.46407 5.00366 -5.18876
C -1.98176 1.20630 -4.61273
C -1.33378 0.13932 -5.48878
C -1.72374 0.31455 -6.97397
O -1.41248 -0.74439 -7.85290
C -1.68249 -2.04550 -7.35799
N 0.12179 0.18837 -5.26493
H -3.05840 1.21508 -4.78265
H -1.58231 2.18044 -4.89484
H -1.81563 1.02404 -3.55099
H -1.66086 -0.83047 -5.11376
H -1.26257 1.14813 -7.50366
H -2.78858 0.53091 -7.06001
H -0.93835 -2.36873 -6.63006
H -1.49209 -2.74798 -8.16938
H -2.68162 -2.20496 -6.95251
H 0.55014 -0.32096 -6.02467
H 0.36926 1.15793 -5.40206
C 2.56423 8.64809 -3.84649
C 2.01546 8.74181 -5.25114
C 2.18469 10.16583 -5.76889
O 3.65481 10.50044 -5.59966
C 3.95003 11.79936 -6.06107
N 2.61477 7.69358 -6.10230
H 2.18290 9.42229 -3.18069
H 3.65273 8.63660 -3.79037
H 2.26550 7.67789 -3.44954
H 0.93301 8.61411 -5.24105
H 1.54217 10.88316 -5.25828
H 1.86888 10.07641 -6.80829
H 3.71812 11.78303 -7.12599
H 5.01922 11.93290 -5.89648
H 3.31999 12.51607 -5.53431
H 3.57311 7.95932 -6.27858
H 2.75855 6.80989 -5.63482
C -0.47159 2.48290 3.02791
C -1.65027 1.55304 2.94278
C -1.45722 0.34194 3.86274
O -2.39652 -0.72103 3.50878
C -2.29974 -1.90595 4.28215
N -2.83470 2.31717 3.25521
H 0.46114 2.00995 2.72062
H -0.21718 2.82954 4.02951
H -0.75994 3.45970 2.63956
H -1.77201 1.17795 1.92662
H -1.63442 0.66610 4.88823
H -0.44207 -0.05467 3.84678
H -2.61938 -1.88480 5.32401
H -1.25757 -2.21087 4.18716
H -2.97963 -2.63272 3.83755
H -3.53876 1.75519 3.71191
H -2.56797 2.93003 4.01241
C 0.15951 2.53843 8.24017
C 1.20820 3.62031 7.86875
C 2.19442 3.21193 6.72268
O 3.02551 4.31051 6.45705
C 3.88138 4.05497 5.29784
N 0.48959 4.84510 7.65348
H 0.76040 1.70146 8.59588
H -0.37867 2.14724 7.37678
H -0.54990 2.90810 8.98056
H 1.70733 3.91215 8.79276
H 1.61559 2.99403 5.82514
H 2.74295 2.30859 6.98948
H 4.46424 3.13535 5.34944
H 4.50995 4.94548 5.29810
H 3.22336 3.96778 4.43326
H 1.21819 5.53632 7.54648
H 0.15128 4.84293 6.70183
C -1.84965 5.10606 -3.35359
C -3.06028 5.47285 -2.56272
C -2.67839 6.20770 -1.25419
O -1.54881 5.48549 -0.74951
C -1.03588 5.82016 0.52230
N -3.91170 6.31725 -3.39566
H -2.15053 4.54076 -4.23564
H -1.22141 4.36858 -2.85407
H -1.13744 5.91940 -3.49264
H -3.51804 4.50038 -2.38143
H -3.54862 6.17016 -0.59890
H -2.53366 7.27554 -1.41813
H -0.00187 5.50968 0.67240
H -1.67322 5.37860 1.28842
H -1.09101 6.90084 0.65343
H -3.87224 6.00036 -4.35385
H -3.56759 7.26678 -3.38624
C 4.89382 3.38104 0.92144
C 4.32731 4.07121 -0.34587
C 5.35555 5.11450 -0.89646
O 4.84017 5.82049 -2.04658
C 5.61058 6.91402 -2.52102
N 3.99462 3.09301 -1.37897
H 4.20043 2.57341 1.15606
H 4.92984 4.01191 1.80958
H 5.84203 2.86572 0.76828
H 3.48035 4.69956 -0.07032
H 6.28075 4.56026 -1.05435
H 5.66565 5.80711 -0.11401
H 5.68746 7.82381 -1.92564
H 5.34881 7.33637 -3.49117
H 6.60138 6.47552 -2.63985
H 3.60026 3.51319 -2.20845
H 3.22961 2.55729 -0.99443
C -5.51352 0.72447 4.91154
C -6.04333 -0.29724 3.96148
C -7.43017 0.13678 3.37015
O -8.31011 0.48753 4.41385
C -8.72839 -0.53859 5.32291
N -5.10335 -0.55486 2.88262
H -6.11087 0.76965 5.82217
H -5.53748 1.72237 4.47370
H -4.55326 0.44707 5.34635
H -6.14969 -1.24363 4.49170
H -7.88275 -0.59364 2.69951
H -7.39449 1.03725 2.75698
H -9.04204 -1.37110 4.69312
H -9.62653 -0.21255 5.84746
H -8.01537 -0.86230 6.08114
H -5.05064 0.17018 2.18145
H -4.18728 -0.54415 3.30783
C 0.30252 2.35560 -1.75135
C 0.51435 1.47902 -0.52562
C -0.02561 0.02118 -0.59336
O -0.05009 -0.69426 0.68210
C -0.59780 -2.01855 0.60743
N 1.97078 1.53463 -0.23380
H 0.53711 3.40927 -1.60024
H -0.73709 2.33679 -2.07842
H 0.87578 2.06363 -2.63125
H -0.04231 1.86165 0.32985
H 0.67495 -0.48601 -1.25674
H -0.98405 0.05088 -1.11164
H -1.57411 -1.92940 0.13102
H -0.62086 -2.36635 1.64020
H -0.08863 -2.76365 -0.00386
H 2.07635 1.16877 0.70167
H 2.44699 0.83335 -0.78291
C 6.32853 -0.03852 -0.58974
C 6.42959 0.52065 -1.93487
C 5.26272 0.02922 -2.74586
O 5.27531 0.57754 -4.06109
C 4.08433 0.27778 -4.72419
N 6.53657 1.97766 -1.82357
H 5.41245 0.33708 -0.13387
H 7.18735 0.24446 0.01891
H 6.18685 -1.11815 -0.63910
H 7.34148 0.17488 -2.42169
H 4.31687 0.28148 -2.26645
H 5.23550 -1.05640 -2.83966
H 4.07327 0.91833 -5.60605
H 3.18959 0.54973 -4.16422
H 4.04241 -0.73129 -5.13422
H 6.28768 2.29330 -2.75013
H 5.65685 2.22624 -1.39415
C 3.38679 -2.81455 -0.71730
C 2.87297 -4.15315 -1.33691
C 2.23160 -3.79576 -2.73033
O 0.90720 -3.33982 -2.61383
C 0.41644 -2.49415 -3.66457
N 3.96007 -5.04533 -1.58126
H 2.75134 -1.95522 -0.93145
H 4.44367 -2.57496 -0.83441
H 3.26442 -2.99298 0.35101
H 2.14973 -4.67862 -0.71329
H 2.16267 -4.64924 -3.40481
H 2.87003 -3.09929 -3.27388
H -0.61961 -2.25471 -3.42509
H 0.39203 -3.04047 -4.60747
H 1.03227 -1.59889 -3.75036
H 4.43219 -4.97523 -0.69116
H 4.54909 -4.67549 -2.31363
C 0.95000 -5.04810 2.87203
C 0.78270 -5.36430 4.32468
C 2.03649 -5.01939 5.16499
O 3.12866 -5.86521 4.82343
C 4.35118 -5.34265 5.27119
N -0.40058 -4.65824 4.84058
H 0.03384 -5.30435 2.33997
H 1.86171 -5.43244 2.41467
H 0.92128 -3.98251 2.64445
H 0.51944 -6.41228 4.46794
H 1.83306 -5.25658 6.20925
H 2.30566 -3.98081 4.97266
H 4.45436 -5.21948 6.34928
H 4.54409 -4.38868 4.78045
H 5.13809 -6.00785 4.91570
H -1.18559 -4.76725 4.21450
H -0.68716 -5.08012 5.71235
C 1.27118 -11.09887 -1.08856
C 0.58383 -10.15141 -2.02513
C 0.66175 -8.70927 -1.51015
O -0.12941 -7.79965 -2.20899
C 0.03881 -6.43295 -1.78000
N 1.23582 -10.20380 -3.36654
H 1.27092 -12.15204 -1.36949
H 0.67972 -11.14541 -0.17417
H 2.25368 -10.82477 -0.70428
H -0.43956 -10.51450 -2.11969
H 1.70791 -8.40415 -1.48644
H 0.34832 -8.73287 -0.46645
H -0.62407 -5.76009 -2.32401
H 1.07373 -6.10966 -1.89191
H -0.09252 -6.28443 -0.70818
H 2.22314 -10.02405 -3.25263
H 0.95020 -9.45511 -3.98135
C 4.31293 0.42976 3.75823
C 3.22776 -0.50198 3.21056
C 2.47420 -1.35502 4.24336
O 1.81269 -0.52115 5.23333
C 1.00234 -1.22770 6.17047
N 2.36717 0.28402 2.39470
H 3.83925 1.24081 4.31134
H 5.12225 0.77482 3.11478
H 4.90871 -0.16886 4.44729
H 3.63765 -1.19357 2.47448
H 3.15056 -2.01824 4.78259
H 1.82761 -2.00703 3.65608
H 0.36055 -1.95761 5.67707
H 0.30953 -0.53917 6.65425
H 1.68229 -1.68703 6.88795
H 1.69758 -0.37866 2.03055
H 1.84974 0.81214 3.08278
*
```

***

Energy relative to the most stable one, in kcal/mol: arrangement one 8.0; arrangement two 0.0